# 1
DFT (the ωB97M-V functional and the def2-TZVPD basis) results for a molecular structure, C2H4O6S2V in a non-equilibrium geometry.

2S+1 = 1
total charge = +1
energy relative to the best compared isomer or geometry (same formula, charge and spin) = 111.2 kcal/mol
gap between HOMO and LUMO = 2.03 eV
E_tot = -2269.686492 hartree

Structure (XYZ):
```
15
Properties=species:S:1:pos:R:3:lowdin_charge:R:1
O 1.9531 -0.1351 0.2550 -0.36
S 0.4523 -0.2046 -0.1147 0.92
O 0.2278 0.9711 -1.0948 -0.30
O -0.3047 -1.7082 -0.3821 -0.24
C -1.7609 -1.4792 -0.2746 -0.17
C -1.8570 -0.3202 0.8880 -0.60
S -3.2531 0.8951 0.4467 0.73
O -0.5242 0.2577 1.2276 -0.25
H -2.4601 -2.3555 0.0726 0.17
H -2.0755 -1.2198 -1.3799 0.15
H -2.2145 -0.8265 1.9072 0.15
H -3.4208 0.9675 -0.9484 -0.10
O 6.6531 2.4984 -0.2435 -0.38
V 5.0792 1.7192 -0.2008 1.61
O 3.5052 0.9399 -0.1582 -0.31
```

---

# 2
DFT (the ωB97M-V functional and the def2-TZVPD basis) results for a single C2H4O7S molecule in a non-equilibrium geometry.

2S+1 = 1
total charge = 0
energy relative to the best compared isomer or geometry (same formula, charge and spin) = 0.0 kcal/mol
SMILES = O=C(O)[C@@H](O)OS(=O)(=O)O
gap between HOMO and LUMO = 11.52 eV
E_tot = -1003.446099 hartree

Structure (XYZ):
```
14
Properties=species:S:1:pos:R:3:lowdin_charge:R:1
O 0.2507 0.8372 -1.3643 0.12
C 0.9430 0.0706 -0.7835 -0.58
O 1.7677 -0.7825 -1.2415 0.19
C 1.0606 0.2678 0.7469 -0.32
O 0.9956 1.6090 1.0049 0.10
O 0.0117 -0.5454 1.2986 -0.16
S -1.4756 -0.8100 0.4855 0.61
O -2.4267 -1.3099 1.3725 -0.19
O -1.2694 -1.5580 -0.7010 -0.22
O -1.8420 0.6918 0.2090 -0.11
H 1.5242 -1.0412 -2.1901 0.20
H 1.9322 -0.3784 1.2402 0.22
H 0.2660 1.9912 0.6234 0.06
H -1.7379 0.9577 -0.7004 0.09
```

---

# 3
DFT (the ωB97M-V functional and the def2-TZVPD basis) results for a single C2H4OS molecule in a non-equilibrium geometry.

2S+1 = 1
total charge = 0
energy relative to the best compared isomer or geometry (same formula, charge and spin) = 35.8 kcal/mol
SMILES = COC=S
gap between HOMO and LUMO = 9.20 eV
E_tot = -551.971678 hartree

Structure (XYZ):
```
8
Properties=species:S:1:pos:R:3:lowdin_charge:R:1
C 2.1304 0.0655 0.0541 -0.10
O 0.8489 -0.4321 -0.0796 -0.22
C -0.1013 0.4275 -0.0453 -0.78
S -1.6660 -0.0717 0.0273 0.64
H 2.2615 0.5646 1.0617 0.12
H 2.3185 0.5568 -0.8859 0.09
H 2.7627 -0.9549 0.0872 0.14
H 0.3477 1.4798 -0.1161 0.11
```

---

# 4
DFT (the ωB97M-V functional and the def2-TZVPD basis) results for 2 unconnected molecules or ions with the total composition C2H4OS in a non-equilibrium geometry.

2S+1 = 1
total charge = 0
energy relative to the best compared isomer or geometry (same formula, charge and spin) = 126.4 kcal/mol
gap between HOMO and LUMO = 9.24 eV
E_tot = -551.827208 hartree

Structure (XYZ):
```
8
Properties=species:S:1:pos:R:3:lowdin_charge:R:1
C 1.4723 -0.4517 -1.4834 0.15
C -0.2875 0.6104 1.7876 -0.69
O 0.4492 0.7438 0.8749 -0.06
S -1.8708 -0.1603 1.5957 0.75
H 1.4731 -1.0982 -0.5384 -0.08
H 0.3110 -0.5571 -1.4680 -0.08
H 0.0375 0.9773 2.7339 0.07
H -1.7997 -0.2177 0.1486 -0.05
```

---

# 5
DFT (the ωB97M-V functional and the def2-TZVPD basis) results for a single C2H4OS2 molecule in a non-equilibrium geometry.

2S+1 = 1
total charge = 0
energy relative to the best compared isomer or geometry (same formula, charge and spin) = 6.4 kcal/mol
SMILES = OC(=S)CS
gap between HOMO and LUMO = 9.01 eV
E_tot = -950.198487 hartree

Structure (XYZ):
```
9
Properties=species:S:1:pos:R:3:lowdin_charge:R:1
O -0.0650 -0.6063 -1.6571 -0.06
C -0.8343 -0.4604 -0.5397 -0.90
S -2.3076 -1.2043 -0.3593 0.67
C -0.1597 0.3040 0.5948 -0.59
S 1.3007 1.2854 0.2418 0.76
H 0.7864 -0.0579 -1.5148 0.06
H 0.0935 -0.4700 1.3424 0.09
H -0.9034 0.8801 1.0933 0.05
H 2.0895 0.3294 0.7986 -0.10
```

---

# 6
DFT (the ωB97M-V functional and the def2-TZVPD basis) results for a single C2H4OS2 molecule in a non-equilibrium geometry.

2S+1 = 1
total charge = 0
energy relative to the best compared isomer or geometry (same formula, charge and spin) = 20.8 kcal/mol
SMILES = OC(=S)CS
gap between HOMO and LUMO = 8.65 eV
E_tot = -950.175537 hartree

Structure (XYZ):
```
9
Properties=species:S:1:pos:R:3:lowdin_charge:R:1
O 0.5911 1.5733 -0.0458 -0.05
C 1.0045 0.3381 -0.1590 -0.89
S 2.6467 -0.1577 -0.2489 0.61
C -0.1162 -0.7883 0.0020 -0.54
S -1.6492 0.0101 -0.3571 0.78
H -0.2432 1.5918 -0.5570 0.03
H -0.2718 -1.0331 1.0924 0.10
H 0.0122 -1.6376 -0.6507 0.06
H -1.9741 0.1033 0.9241 -0.11
```

---

# 7
DFT (the ωB97M-V functional and the def2-TZVPD basis) results for a single C2H4OS2 molecule in a non-equilibrium geometry.

2S+1 = 1
total charge = 0
energy relative to the best compared isomer or geometry (same formula, charge and spin) = 45.4 kcal/mol
SMILES = COC(=S)S
gap between HOMO and LUMO = 9.33 eV
E_tot = -950.136384 hartree

Structure (XYZ):
```
9
Properties=species:S:1:pos:R:3:lowdin_charge:R:1
C -2.0561 -0.9114 0.2673 -0.05
O -0.7207 -1.0128 -0.3941 -0.22
C 0.2938 -0.1501 -0.1266 -1.35
S 1.7843 -0.5685 0.0890 0.73
S -0.1969 1.5465 0.0243 0.73
H -2.5740 -1.7957 0.5120 0.08
H -2.7444 -0.4247 -0.5353 0.12
H -2.1391 -0.3111 0.9910 -0.01
H -1.6019 1.3547 -0.4704 -0.03
```

---

# 8
DFT (the ωB97M-V functional and the def2-TZVPD basis) results for 2 unconnected molecules or ions with the total composition C2H4OS2 in a non-equilibrium geometry.

2S+1 = 1
total charge = 0
energy relative to the best compared isomer or geometry (same formula, charge and spin) = 118.0 kcal/mol
gap between HOMO and LUMO (alpha / beta) = 6.00 / 6.00 eV
E_tot = -950.020665 hartree

Structure (XYZ):
```
9
Properties=species:S:1:pos:R:3:lowdin_charge:R:1
C -0.0655 -2.0222 -0.1043 -0.46
C -1.2686 0.6172 0.0495 -0.29
O 2.0410 0.5393 0.0020 -0.72
S 3.4806 0.9087 0.0427 0.75
S -1.4737 -1.3016 -0.0330 0.80
H 0.9276 -1.5027 -0.2486 -0.05
H -0.3766 0.9158 0.4557 -0.02
H -2.0660 0.8893 0.7191 0.02
H -1.1988 0.9563 -0.8831 -0.02
```

---

Among the records above, which one has the highest total charge? C2H4O6S2V